1.
75
Properties=species:S:1:pos:R:3:mulliken_spin:R:1 method="wB97M-V/def2-TZVPD" charge=+1 spin_multiplicity=6 s2=8.78 de_lowest_kj_mol=70.6 orbital_gap_ev="4.70 / 6.95" e_lumo_ev="-2.886 / -2.975" energy_ev=-147232.412
C -4.65 2.05 -1.17 0.000
H 0.47 0.72 -3.44 -0.017
C 1.52 -1.89 -1.87 0.131
C -1.05 0.56 -4.97 0.001
H 1.44 -4.08 -4.46 0.004
H -4.02 -0.93 -4.35 -0.001
C -5.17 -0.06 -0.01 0.002
C -0.27 1.11 -6.07 0.000
H -1.47 -3.18 -1.45 0.008
H -3.47 -3.02 2.05 0.000
N 1.88 -0.33 -0.14 0.239
C 1.95 -2.60 -3.01 0.053
H 4.07 1.16 2.65 -0.001
C -0.50 -3.03 -1.90 -0.040
C 2.36 -0.99 -1.19 0.196
H -5.47 -1.89 1.04 0.000
C 0.14 2.29 1.81 0.023
H -5.73 2.09 -1.29 0.000
C 2.29 0.64 1.85 0.128
N -4.28 0.87 -0.43 -0.003
H -2.78 0.19 -6.19 0.000
H -6.21 0.12 -0.24 0.000
C -1.77 4.80 2.33 0.001
C -3.38 -1.30 0.94 0.015
H -0.46 0.65 -7.03 0.000
H -0.77 -4.54 -3.40 0.008
C -3.03 -0.53 -4.18 -0.006
H 3.79 4.25 -3.82 0.000
C 0.15 3.40 -3.92 0.000
H 1.08 2.85 1.85 0.005
C 2.74 4.01 -3.85 0.000
H 3.41 -0.90 -1.45 0.024
H -1.88 -2.36 1.78 0.000
C 0.69 4.22 -2.94 0.000
H 2.92 -2.37 -3.43 0.000
C -0.12 -3.79 -3.00 0.149
H -2.93 -1.11 -2.11 -0.005
H -2.42 5.33 3.01 0.000
C -2.34 0.08 -5.21 -0.001
C -2.43 -0.62 -2.94 0.021
C -2.67 1.76 3.32 -0.001
H -3.34 2.08 4.12 0.000
C -2.93 0.70 -0.17 -0.033
H 0.67 3.81 4.74 0.000
C -4.76 -1.16 0.69 0.000
H -4.15 2.04 -2.14 0.001
H -0.04 2.29 5.27 0.000
N -1.21 -0.14 -2.69 0.025
N 1.98 4.52 -2.89 0.000
N 0.27 -2.10 -1.35 0.215
C -0.26 3.26 4.84 0.001
N -2.51 -0.40 0.50 0.025
H -0.90 3.80 5.53 0.000
C 1.13 -3.54 -3.58 0.026
H 0.07 4.66 -2.17 0.000
H 1.24 2.28 -6.91 0.000
N 3.07 1.24 2.78 0.048
H -2.26 0.79 3.59 0.000
N 2.72 0.24 0.72 -0.077
N 2.34 3.24 -4.83 0.000
H -3.25 1.65 2.41 0.000
C 1.05 2.90 -4.88 -0.001
H -0.90 3.17 -3.95 0.000
H -0.90 5.42 2.13 0.000
H -2.30 4.64 1.40 0.000
C 0.66 2.07 -6.02 0.001
H -0.22 2.28 0.78 -0.021
H 2.73 1.22 3.73 0.000
Fe -0.34 -0.08 -0.36 3.786
O -2.11 1.54 -0.57 0.020
C -0.53 0.41 -3.68 0.016
S 0.52 0.57 2.30 0.033
N -2.87 -2.36 1.60 0.003
Ge -1.19 3.06 3.10 -0.001
H -4.30 2.93 -0.63 0.000


2.
74
Properties=species:S:1:pos:R:3:mulliken_charge:R:1 method="wB97M-V/def2-TZVPD" charge=0 de_lowest_kj_mol=0.0 orbital_gap_ev=7.04 e_lumo_ev=0.266 energy_ev=-195250.918
H 4.40 3.68 -1.13 0.415
C 3.16 2.35 0.01 0.901
H 0.81 -2.46 -0.26 0.268
H 8.23 0.33 -1.24 0.396
H -2.47 2.52 -2.06 0.511
H 3.85 -2.60 2.62 0.086
C -4.07 -2.91 -0.47 -0.568
H 3.33 -5.46 1.67 0.270
H -4.49 -3.17 -1.43 0.400
C 7.34 -0.48 0.54 -0.553
H -1.13 6.04 -1.89 0.444
H 2.69 5.27 2.46 0.354
C 4.94 0.41 -0.48 0.646
C -4.81 -3.01 0.70 -0.243
O 0.08 5.59 0.26 -0.602
H 6.19 -1.21 2.20 0.448
H 2.91 -4.41 -0.57 0.344
H 8.28 -0.83 0.94 0.395
C 4.01 -3.68 2.65 -1.292
H 3.42 -2.84 0.08 0.051
H -1.59 4.63 0.87 0.534
C -2.28 2.91 -1.06 -2.003
H 4.02 -0.40 1.27 0.239
N 0.67 -0.87 1.15 0.933
C 3.15 -4.38 1.60 0.909
H 1.07 -4.76 1.14 0.403
H 4.11 5.55 0.47 0.401
C -1.88 5.25 -1.80 -1.366
C 2.36 2.18 1.13 0.282
C 6.16 -0.70 1.24 -0.647
H 6.06 1.13 -2.16 0.460
C 3.53 -3.93 0.19 -1.189
I -1.61 -2.20 -2.10 0.019
O -2.98 5.69 -1.01 -0.540
H 1.88 1.22 1.31 0.166
N -2.20 -2.09 0.78 0.025
H -3.21 3.32 -0.66 0.590
H 3.76 -4.03 3.66 0.390
H 1.40 -4.57 2.87 0.443
H 1.55 3.11 2.88 0.416
Pd 0.24 0.55 -0.41 1.018
H 5.06 -3.88 2.47 0.425
C -2.77 -2.43 -0.36 0.092
S 3.39 1.00 -1.16 -0.308
C -0.04 3.63 -2.07 -0.869
C -1.23 4.02 -1.16 2.302
C 7.31 0.18 -0.69 -0.617
H -5.83 -3.36 0.67 0.371
N 0.89 -0.85 2.48 -0.538
H 4.57 -4.17 -0.02 0.444
H -2.42 -1.89 2.81 0.456
C 3.79 3.56 -0.24 -0.691
H 0.93 5.37 -0.14 0.319
C 6.10 0.62 -1.21 -0.291
C 1.66 -4.21 1.87 -1.438
C 0.89 -2.10 0.75 -0.804
H -2.22 4.98 -2.81 0.395
Se 0.22 1.72 -2.45 -0.350
C 2.83 4.44 1.78 -0.535
H -4.78 -2.70 2.84 0.398
C -2.92 -2.19 1.89 -0.207
C -4.23 -2.64 1.91 -0.733
C 4.95 -0.25 0.73 -0.290
C 3.63 4.60 0.65 -0.644
N 1.23 -2.82 1.80 0.929
Se -1.87 1.42 0.14 -0.285
H 0.89 4.03 -1.68 0.077
H -0.19 3.57 0.68 -0.006
O 2.41 -0.09 -0.79 -0.309
C 2.20 3.23 2.02 -0.668
H -3.09 6.64 -1.14 0.330
C -0.73 4.41 0.24 -0.825
H -0.18 4.05 -3.06 0.411
N 1.23 -2.02 2.89 -0.696


3.
72
Properties=species:S:1:pos:R:3:mulliken_charge:R:1 method="wB97M-V/def2-TZVPD" charge=+2 de_lowest_kj_mol=175.3 orbital_gap_ev="4.93 / 6.10" e_lumo_ev="-8.331 / -7.145" energy_ev=-66509.687
C 1.16 -1.31 2.73 0.366
H 2.51 -5.41 4.58 0.397
O -2.41 -4.39 0.30 -0.665
H -2.10 -5.95 0.28 0.423
O -2.24 -6.86 -0.14 -0.564
H -3.09 4.71 -0.75 0.418
H 0.63 4.45 -1.95 0.387
C -2.65 -4.37 -0.94 0.596
H 1.46 -0.49 -2.68 0.339
H -2.24 2.34 -3.93 0.372
H -0.12 4.29 -3.59 0.510
C -1.81 -1.92 -3.69 -1.125
H 3.92 3.54 3.51 0.430
H 2.67 3.35 -0.10 0.314
O -0.30 2.88 1.83 -0.792
C -2.64 3.08 -3.26 -1.283
H 0.68 1.87 -3.63 0.366
C -1.84 -2.06 -0.99 -0.216
C 0.69 3.62 2.28 0.810
C 2.19 0.10 -2.10 -1.303
H -2.39 -3.99 -3.78 0.372
H -4.27 -6.94 -0.54 0.247
C 0.14 3.77 -2.65 -1.052
H 3.34 1.72 0.21 0.357
C -2.04 4.79 -1.09 -0.955
C -1.38 -0.83 -2.90 -0.424
H 0.40 -6.51 3.82 0.376
C 2.91 2.39 -0.56 -1.190
C 2.04 -3.51 3.70 -0.203
H -3.19 -7.44 -1.91 0.324
O 0.25 -0.80 2.05 -0.427
H 3.04 0.36 -2.75 0.437
H -1.76 -1.84 -4.77 0.418
C 2.89 5.31 3.03 -0.600
C -2.25 -3.20 -1.72 0.397
C -2.21 -3.12 -3.14 -0.570
H 3.03 -3.04 3.91 0.416
C 1.05 -2.78 3.06 0.304
H 1.62 6.91 2.30 0.412
H 2.90 1.85 4.30 0.464
H 3.73 5.98 3.26 0.427
H -1.22 -5.21 2.33 0.365
P 1.45 1.61 -1.31 0.792
H -1.93 -2.10 0.09 0.357
C 1.08 2.58 -2.87 -0.926
H -0.76 -2.80 1.92 0.130
H -1.43 5.02 -0.22 0.041
H 2.08 2.90 -3.27 0.508
H -2.78 4.03 -3.79 0.391
H 3.72 2.55 -1.32 0.485
H -3.63 2.72 -2.94 0.410
C 2.29 1.77 3.35 -0.718
C 1.93 3.09 2.86 0.868
H -0.28 5.46 1.77 0.487
N 2.03 0.65 2.82 0.588
C -3.30 -6.72 -1.07 -0.331
H 2.52 -0.59 -1.31 0.389
C 1.69 5.85 2.52 -0.523
P -1.47 3.23 -1.84 0.670
N -1.45 -0.92 -1.55 0.078
Pb -0.89 1.22 0.11 1.198
N -3.26 -5.36 -1.60 -0.137
C 0.57 -5.45 3.59 -0.520
C -0.11 -3.40 2.56 -0.119
C 0.63 5.07 2.16 -0.500
N 2.24 -0.57 3.20 -0.816
C 2.97 3.97 3.19 -0.749
H -1.00 0.09 -3.31 0.593
C 1.77 -4.86 3.99 -0.577
H -1.98 5.54 -1.89 0.436
C -0.35 -4.74 2.81 -0.371
H -3.43 -5.21 -2.59 0.193


4.
74
Properties=species:S:1:pos:R:3:mulliken_spin:R:1 method="wB97M-V/def2-TZVPD" charge=+2 spin_multiplicity=3 s2=2.06 de_lowest_kj_mol=350.6 orbital_gap_ev="8.23 / 7.78" e_lumo_ev="-5.747 / -5.820" energy_ev=-91477.289
H -2.57 -4.35 0.77 0.000
C -1.66 -1.55 -3.21 -0.001
N 1.54 0.53 2.16 0.044
C -2.80 -3.29 0.70 0.002
O 1.41 -1.36 -0.12 -0.016
V 1.13 0.70 0.05 2.252
H -2.59 -1.82 -2.73 0.000
C -0.75 -0.72 -2.55 -0.023
C -3.41 -0.59 0.52 -0.001
H -3.67 0.46 0.45 0.000
H -2.06 -2.70 -4.97 0.000
H 2.19 -4.03 2.72 0.000
C 1.65 5.75 2.80 0.000
H 2.38 5.61 3.59 0.000
H 0.96 6.53 3.12 0.000
H 2.65 0.04 4.47 0.000
C 0.18 2.28 -0.60 -0.150
N -0.34 0.58 3.44 -0.003
H 1.16 0.28 -2.70 -0.007
H 2.28 -5.22 -2.76 0.000
C 0.88 4.51 2.68 0.003
N 2.87 0.33 1.98 -0.030
C -1.51 3.99 -1.42 -0.001
H 2.97 5.32 1.13 0.000
H -1.07 -2.83 -0.48 -0.002
S 2.58 -2.27 -0.54 0.002
H -0.84 4.83 -1.27 0.000
H -3.86 0.94 -2.05 0.000
H 3.67 -3.98 0.62 0.000
C 2.33 6.12 1.48 -0.001
C 0.44 -0.38 -3.18 0.011
C -1.94 1.59 -1.30 0.011
H 1.67 -0.59 -4.93 0.000
O 1.30 2.75 -0.47 -0.020
H -3.13 5.16 -2.20 0.000
C -1.11 2.70 -1.10 -0.061
C -2.78 4.17 -1.94 -0.002
C -3.20 1.78 -1.85 -0.002
H -1.24 1.92 2.31 0.000
O 3.66 -0.01 2.83 0.012
H 0.07 -2.10 -6.07 0.000
C -0.16 -1.71 -5.08 -0.002
N 0.30 3.53 2.57 0.004
H 1.30 -4.47 1.27 0.000
P -1.09 0.01 -0.93 -0.038
O 3.18 0.56 0.79 -0.013
C 1.83 -3.66 1.76 0.003
C -4.25 -1.44 1.23 0.001
C 3.02 -3.17 0.95 0.001
H -4.60 -3.46 1.86 0.000
C 0.98 0.42 3.38 0.004
H -4.59 3.23 -2.58 0.000
C -2.27 -1.08 -0.10 -0.006
N 1.65 0.18 4.50 0.002
H 1.12 -2.85 1.94 -0.001
N -1.06 0.92 2.29 0.028
C 1.79 -3.54 -1.52 0.002
H -0.77 0.69 4.34 0.000
H 3.65 -2.47 1.51 -0.001
C -1.36 -2.05 -4.47 0.000
H 1.17 0.13 5.39 0.000
C 0.74 -0.87 -4.45 0.004
H 1.06 -4.05 -0.89 0.000
H -5.14 -1.06 1.70 0.000
H 1.26 -2.97 -2.29 0.000
C 2.81 -4.49 -2.14 -0.001
H 1.59 6.34 0.71 0.000
H 2.94 7.01 1.63 0.000
C -3.94 -2.79 1.32 -0.004
H 3.52 -3.96 -2.77 0.000
H 3.36 -5.05 -1.39 0.000
C -1.96 -2.44 0.00 -0.003
H -1.92 0.37 2.27 0.000
C -3.61 3.07 -2.16 0.003


5.
73
Properties=species:S:1:pos:R:3:mulliken_spin:R:1 method="wB97M-V/def2-TZVPD" charge=+1 spin_multiplicity=2 s2=0.76 de_lowest_kj_mol=63.2 orbital_gap_ev="7.40 / 6.37" e_lumo_ev="-2.761 / -3.702" energy_ev=-112488.027
C -3.88 3.17 -2.12 0.000
C 1.13 -3.62 5.14 0.008
H 2.99 -1.30 -4.16 0.001
H 1.39 -3.87 6.16 0.000
H 3.70 0.41 0.46 0.000
H -0.19 -4.99 2.32 0.001
H -1.69 2.48 2.07 0.000
C 3.59 -1.41 -0.72 -0.004
C -2.10 2.17 -3.54 0.013
N -4.13 -3.66 -1.91 0.003
C 3.62 -1.84 -2.19 0.000
H 0.68 -0.88 -3.47 0.004
N -1.71 -1.82 -0.37 -0.050
H 2.06 -2.74 -0.34 -0.003
H -5.66 5.13 -0.23 0.000
H 2.23 1.02 -3.54 -0.002
H 4.42 -1.91 -0.23 -0.001
H 1.73 -1.61 5.35 0.000
H -4.44 3.10 1.20 0.000
N -4.36 -0.62 1.40 0.004
H -1.12 2.64 -3.64 0.001
C -3.63 -2.91 -1.20 0.000
C -5.79 4.25 -0.86 0.000
C -4.52 3.44 -0.91 -0.001
N 1.31 -1.35 -2.84 0.008
Ru 0.04 -1.09 0.07 0.947
H 1.13 -2.35 -2.91 -0.001
N 2.57 2.23 -1.21 0.001
H 4.65 -1.72 -2.54 -0.001
O 0.13 -2.74 1.23 0.035
C 1.76 1.53 2.99 0.004
H 0.41 -5.58 4.65 0.000
C -2.99 -1.97 -0.33 0.002
C 0.58 -4.58 4.29 -0.006
Se -0.44 1.03 -1.21 0.048
C -2.27 1.70 1.57 0.003
H -6.60 3.66 -0.44 0.000
H 2.76 2.46 -0.24 0.001
H 2.06 0.20 4.61 0.000
H -1.96 1.10 -3.71 -0.001
H 3.40 -2.91 -2.27 0.000
C 2.71 -1.05 -3.13 -0.004
N 0.83 -0.07 1.74 -0.028
H -2.75 2.57 -4.32 0.001
H 1.80 0.34 -1.15 0.007
C -2.77 2.18 0.24 0.022
C 0.98 -1.99 3.35 0.013
C -2.71 2.43 -2.18 -0.013
H -3.11 1.44 2.21 0.000
C 1.32 -2.34 4.67 -0.004
H 2.50 -1.90 0.97 0.001
H 0.90 1.94 1.00 -0.005
H -6.09 4.58 -1.85 0.000
N 1.74 0.34 3.67 0.000
C 2.94 0.45 -2.93 0.008
C -3.95 2.93 0.24 0.002
H 2.13 2.44 3.42 0.001
C -2.15 1.94 -0.99 0.007
H -4.31 3.55 -3.04 0.000
C 3.81 0.10 -0.59 0.002
O -0.92 -2.43 -1.16 -0.006
H 1.56 2.42 -1.38 0.002
H 3.16 2.81 -1.81 0.000
H 4.82 0.35 -0.92 0.000
H 3.95 0.71 -3.25 -0.001
C -3.75 -1.22 0.63 -0.004
C 0.24 -4.26 3.00 0.007
C 0.45 -2.96 2.49 0.005
C 2.75 0.75 -1.46 -0.022
N 2.33 -1.80 -0.03 -0.002
C 1.16 -0.62 2.90 -0.011
C 1.20 1.27 1.79 0.011
H -1.65 0.82 1.47 -0.002


6.
65
Properties=species:S:1:pos:R:3:mulliken_charge:R:1 method="wB97M-V/def2-TZVPD" charge=0 de_lowest_kj_mol=0.0 orbital_gap_ev=4.50 e_lumo_ev=-2.136 energy_ev=-36738.350
H 8.92 -3.46 -0.13 0.359
H 8.88 -4.73 1.11 0.320
H 4.18 2.91 9.35 0.378
C 4.45 -1.28 3.64 -0.308
H 0.52 -0.60 5.55 0.529
H 3.34 1.04 7.93 0.388
C -0.65 -1.11 3.21 -1.734
C 5.96 3.21 8.18 1.043
H 3.72 -0.58 6.14 0.639
O 3.33 -0.33 0.71 -0.698
O 2.51 1.07 2.29 -0.345
H 7.68 3.23 6.88 0.272
H 5.04 3.05 1.23 0.494
C 5.23 -3.37 2.55 -0.369
H 0.77 0.50 3.27 0.438
C 6.72 2.75 7.09 -0.730
H -0.63 -2.20 3.16 0.298
C 6.30 -1.27 1.96 -0.073
H 7.81 -4.84 -0.28 0.341
C 3.13 2.18 1.62 -0.471
H 5.06 1.82 2.52 -0.093
O 2.19 -2.62 0.65 -0.215
C 1.70 -2.45 1.89 1.009
C 7.22 -1.97 1.19 -1.159
C 1.78 -1.09 2.40 0.149
H -1.27 -0.79 4.06 0.452
H 3.58 -1.84 4.01 0.825
C 4.29 1.54 7.69 -0.620
C 7.21 -3.37 1.16 1.335
H 2.53 -4.68 0.81 0.281
C 6.26 1.72 6.28 -0.603
O 1.24 -3.38 2.55 -0.711
H 4.91 1.33 0.80 0.178
C 6.21 -4.06 1.86 -0.859
H 2.71 2.25 0.60 0.317
H 6.20 -5.15 1.85 0.395
H 7.97 -1.43 0.61 0.309
C 2.02 -3.96 0.14 -0.195
H -1.10 -0.70 2.29 0.390
C 2.60 -0.15 1.67 0.075
C 4.92 -0.22 4.42 -0.120
H 2.73 -4.97 -1.61 0.407
H 2.04 -3.38 -1.92 0.311
H 6.87 1.37 5.45 0.414
H 2.82 3.05 2.21 0.363
C 4.75 2.57 8.48 -0.659
C 0.77 -0.58 3.40 0.499
H 5.73 5.21 8.92 0.310
H 7.41 4.72 8.66 0.343
H 4.43 -3.90 3.08 0.416
C 2.65 -3.95 -1.22 -1.242
H 2.20 -0.40 4.97 -0.178
C 5.01 1.10 6.54 0.285
C 8.26 -4.14 0.43 -1.502
C 6.43 4.37 9.00 -1.387
C 4.63 2.08 1.55 -0.554
C 1.25 -0.92 4.80 -1.053
H 6.35 -0.18 2.02 0.269
H 3.65 -3.51 -1.20 0.273
H 6.50 4.12 10.06 0.337
H 0.95 -4.21 0.08 0.300
C 5.29 -1.95 2.69 0.402
H 1.40 -2.00 4.87 0.269
H 5.76 0.38 4.02 -0.276
C 4.48 0.07 5.70 -0.262